(1)
# C5H7NdO3

A molecular structure, C5H7NdO3 in a non-equilibrium geometry (the ωB97M-V functional and the def2-TZVPD basis, the OMol25 dataset).

Charge = +1
HOMO-LUMO gap (spin up / spin down) = 6.62 / 6.68 eV
Multiplicity = 5

Each line ends with the natural charge from an NBO analysis.
CARTESIAN COORDINATES (ANGSTROEM)
O: 1.324 4.947 4.894  -0.779
C: 1.069 3.876 4.294  0.930
O: 1.519 2.717 4.717  -0.715
Nd: 2.073 5.741 2.373  1.854
O: 0.489 3.884 3.150  -0.844
C: -2.751 3.511 3.575  -0.626
H: -2.110 4.043 2.863  0.231
H: -2.549 2.457 3.342  0.217
H: -3.658 3.963 3.145  0.210
C: -1.308 2.418 6.723  -0.343
C: -2.307 2.849 6.146  0.061
C: -3.210 3.494 5.230  -0.479
H: -0.544 2.470 7.482  0.250
H: 0.833 2.403 5.552  0.542
H: -4.200 3.019 5.286  0.246
H: -3.355 4.544 5.522  0.244


(2)
# C19H23Br2N3O8S

4 unconnected molecules or ions with the total composition C19H23Br2N3O8S in a non-equilibrium geometry (the ωB97M-V functional and the def2-TZVPD basis, the OMol25 dataset).

Charge = 0
HOMO-LUMO gap = 8.15 eV
SMILES = C/C(Br)=C(\Br)c1ccc2c(c1CCCS)C(=O)C=CC2=O.C[N+](=O)[O-].C[N+](=O)[O-].C[N+](=O)[O-]
Multiplicity = 1

Each line ends with the natural charge from an NBO analysis.
CARTESIAN COORDINATES (ANGSTROEM)
C: 4.319 -3.068 0.048  -0.680
C: 2.978 -2.433 -0.220  -0.047
Br: 1.582 -2.692 1.105  0.043
C: 2.667 -1.724 -1.305  -0.117
Br: 3.986 -1.472 -2.678  0.082
C: 1.283 -1.167 -1.472  -0.077
C: 0.363 -1.927 -2.150  -0.163
C: -0.934 -1.504 -2.303  -0.181
C: -1.304 -0.304 -1.760  -0.124
C: -0.378 0.492 -1.088  -0.057
C: 0.936 0.081 -0.926  0.042
C: 1.942 0.917 -0.153  -0.453
C: 3.157 1.405 -1.014  -0.420
C: 4.483 1.015 -0.328  -0.514
S: 5.089 2.270 0.853  -0.053
C: -0.886 1.812 -0.526  0.526
O: -0.249 2.844 -0.533  -0.510
C: -2.299 1.745 0.005  -0.229
C: -3.172 0.991 -0.646  -0.275
C: -2.729 0.206 -1.850  0.544
O: -3.442 0.028 -2.818  -0.510
H: 4.170 -4.022 0.582  0.247
H: 4.965 -2.458 0.692  0.233
H: 4.863 -3.321 -0.864  0.248
H: 0.645 -2.892 -2.565  0.224
H: -1.707 -2.071 -2.814  0.236
H: 2.314 0.336 0.703  0.216
H: 1.485 1.813 0.264  0.249
H: 3.083 1.037 -2.039  0.219
H: 3.114 2.498 -1.062  0.229
H: 4.412 0.071 0.220  0.207
H: 5.271 0.870 -1.075  0.235
H: 4.035 2.385 1.690  0.119
H: -2.566 2.320 0.897  0.261
H: -4.189 0.952 -0.257  0.238
C: -3.501 4.043 3.907  -0.489
N: -3.936 2.636 3.703  0.544
O: -4.924 2.262 4.292  -0.360
O: -3.266 1.958 2.950  -0.402
H: -4.190 4.523 4.593  0.231
H: -2.497 4.019 4.320  0.233
H: -3.516 4.532 2.937  0.249
C: 1.981 -6.764 0.932  -0.487
N: 3.428 -6.713 0.620  0.537
O: 3.779 -5.917 -0.230  -0.388
O: 4.156 -7.459 1.235  -0.366
H: 1.478 -6.036 0.305  0.234
H: 1.621 -7.769 0.728  0.236
H: 1.867 -6.516 1.983  0.238
C: -5.961 3.686 -1.468  -0.486
N: -5.324 4.463 -0.371  0.540
O: -5.020 5.612 -0.598  -0.359
O: -5.151 3.884 0.683  -0.404
H: -6.049 4.326 -2.339  0.233
H: -5.322 2.831 -1.677  0.242
H: -6.938 3.368 -1.118  0.236


(3)
# C22H19IrN3OPS

A molecular structure, C22H19IrN3OPS (the ωB97M-V functional and the def2-TZVPD basis, the OMol25 dataset).

Charge = +3
HOMO-LUMO gap (spin up / spin down) = 6.86 / 5.80 eV
Multiplicity = 2
ΔE to the lowest compared entry with this formula, charge and spin = 0.0 kJ/mol

Each line ends with the natural charge from an NBO analysis.
CARTESIAN COORDINATES (ANGSTROEM)
Ir: 0.859 0.007 -0.076  0.631
O: 2.669 -0.012 0.703  -0.533
N: 3.159 1.126 1.263  0.024
C: 4.377 1.062 1.811  0.080
C: 4.934 2.208 2.349  -0.167
C: 4.221 3.398 2.319  -0.099
C: 2.953 3.424 1.751  -0.155
C: 2.430 2.256 1.218  -0.039
S: 0.844 2.138 0.520  0.340
H: 4.855 0.093 1.789  0.273
H: 5.921 2.152 2.787  0.285
H: 4.643 4.300 2.740  0.280
H: 2.364 4.330 1.722  0.276
N: -1.295 -2.122 0.135  -0.925
P: -1.302 -0.481 -0.005  1.637
C: -2.661 0.264 0.799  -0.445
C: -3.734 0.749 0.034  -0.179
C: -4.835 1.267 0.690  -0.187
C: -4.864 1.299 2.080  -0.097
C: -3.798 0.814 2.834  -0.183
C: -2.688 0.288 2.201  -0.177
C: -0.809 0.127 -1.625  -0.478
C: -1.114 1.495 -1.922  -0.103
C: -1.108 1.943 -3.217  -0.221
C: -0.803 1.050 -4.249  0.006
C: -0.515 -0.299 -3.995  -0.220
C: -0.520 -0.764 -2.707  -0.091
C: -0.107 -2.842 -0.066  0.391
C: -0.072 -4.222 -0.097  -0.247
C: 1.144 -4.841 -0.338  -0.058
C: 2.283 -4.069 -0.553  -0.231
C: 2.175 -2.701 -0.498  0.080
N: 0.995 -2.087 -0.253  -0.544
H: -2.141 -2.630 0.364  0.472
H: -3.716 0.706 -1.048  0.233
H: -5.676 1.638 0.120  0.262
H: -5.731 1.704 2.585  0.261
H: -3.838 0.844 3.914  0.261
H: -1.858 -0.095 2.783  0.237
H: -1.383 2.171 -1.118  0.245
H: -1.342 2.975 -3.442  0.272
H: -0.797 1.405 -5.272  0.268
H: -0.298 -0.968 -4.816  0.273
H: -0.319 -1.809 -2.514  0.240
H: -0.975 -4.796 0.061  0.265
H: 1.201 -5.921 -0.364  0.272
H: 3.242 -4.523 -0.754  0.275
H: 3.030 -2.054 -0.642  0.241


(4)
# C7H9NO4

2 unconnected molecules or ions with the total composition C7H9NO4 in a non-equilibrium geometry (the ωB97M-V functional and the def2-TZVPD basis, the OMol25 dataset).

Charge = 0
HOMO-LUMO gap = 10.08 eV
SMILES = CC(=O)C(=O)O.CC(=O)CC#N
Multiplicity = 1
ΔE to the lowest compared entry with this formula, charge and spin = 47.5 kJ/mol

Each line ends with the natural charge from an NBO analysis.
CARTESIAN COORDINATES (ANGSTROEM)
C: 0.847 1.224 1.954  -0.748
C: -0.042 2.298 2.555  0.471
O: 0.005 2.657 3.707  -0.447
C: -1.107 2.899 1.604  0.667
O: -1.882 3.770 1.910  -0.499
O: -1.120 2.370 0.351  -0.667
H: 1.544 1.759 1.290  0.238
H: 1.422 0.704 2.720  0.261
H: 0.268 0.485 1.394  0.238
H: -0.394 1.751 0.254  0.484
C: -1.036 -0.937 -1.527  -0.743
C: -0.106 -1.784 -0.716  0.613
O: -0.129 -1.819 0.493  -0.530
C: 0.883 -2.667 -1.483  -0.622
C: 1.097 -2.258 -2.889  0.270
N: 1.299 -1.926 -3.990  -0.299
H: -1.642 -0.296 -0.884  0.245
H: -0.512 -0.299 -2.250  0.252
H: -1.711 -1.588 -2.087  0.254
H: 1.835 -2.659 -0.927  0.282
H: 0.479 -3.685 -1.480  0.282


Look up the multiplicity of the fourth one.
1